This record from OMol25 describes a 11-piece molecular cluster, C22H55N11O11 overall at a distorted geometry. The level of theory is ωB97M-V/def2-TZVPD.

```
99
Properties=species:S:1:pos:R:3
O 15.646 -12.216 9.710
C 15.145 -12.013 10.807
N 13.869 -11.833 10.917
C 15.939 -12.213 12.097
H 13.524 -11.466 11.792
H 13.332 -11.878 10.063
H 16.530 -13.129 12.117
H 15.386 -12.201 13.035
H 16.755 -11.491 12.136
O 19.070 -12.506 3.330
C 19.374 -13.317 4.179
N 18.814 -14.486 3.954
C 20.107 -13.022 5.451
H 18.128 -14.658 3.233
H 19.029 -15.166 4.669
H 19.695 -13.612 6.270
H 19.923 -11.986 5.733
H 21.196 -13.050 5.401
O 13.418 -8.663 4.097
C 13.321 -8.512 2.894
N 13.877 -9.445 2.076
C 12.986 -7.155 2.377
H 14.127 -10.327 2.500
H 13.833 -9.302 1.077
H 13.483 -6.973 1.424
H 13.384 -6.386 3.039
H 11.916 -7.044 2.201
O 16.718 -8.475 0.971
C 17.967 -8.740 1.155
N 18.860 -7.893 0.690
C 18.530 -10.048 1.679
H 19.828 -8.079 0.908
H 18.774 -7.016 0.197
H 19.331 -9.707 2.334
H 18.849 -10.660 0.835
H 17.904 -10.540 2.423
O 16.548 -8.382 7.032
C 16.690 -7.284 6.690
N 17.286 -6.383 7.519
C 15.979 -6.749 5.440
H 17.562 -6.673 8.446
H 17.267 -5.406 7.265
H 16.775 -6.690 4.698
H 15.438 -5.819 5.617
H 15.170 -7.412 5.135
O 11.990 -12.364 8.441
C 10.989 -11.866 7.874
N 11.067 -10.573 7.446
C 9.748 -12.761 7.534
H 10.382 -10.038 6.932
H 11.906 -10.204 7.869
H 9.902 -13.828 7.698
H 9.279 -12.608 6.562
H 8.933 -12.471 8.198
O 20.256 -12.100 8.506
C 19.272 -11.437 8.884
N 18.316 -11.128 8.042
C 19.185 -10.769 10.248
H 18.269 -11.600 7.151
H 17.468 -10.820 8.495
H 18.692 -11.363 11.018
H 18.635 -9.828 10.258
H 20.151 -10.462 10.650
O 14.438 -11.815 4.697
C 15.150 -11.133 5.425
N 14.978 -10.958 6.726
C 16.405 -10.384 4.911
H 15.432 -10.110 7.034
H 14.384 -11.553 7.286
H 17.198 -10.277 5.651
H 16.242 -9.355 4.591
H 16.717 -10.803 3.954
O 10.277 -12.639 2.527
C 11.102 -12.140 3.257
N 12.286 -12.605 3.162
C 10.842 -10.846 3.937
H 13.169 -12.185 3.417
H 12.442 -13.356 2.505
H 9.872 -10.961 4.421
H 10.874 -9.895 3.405
H 11.538 -10.685 4.761
O 21.977 -7.185 8.028
C 20.927 -7.813 7.875
N 20.069 -7.926 8.903
C 20.577 -8.558 6.550
H 20.305 -7.311 9.668
H 19.090 -8.097 8.727
H 20.670 -7.906 5.681
H 19.579 -8.991 6.619
H 21.360 -9.269 6.288
O 13.140 -8.618 11.039
C 14.003 -8.122 10.320
N 14.594 -8.703 9.296
C 14.315 -6.638 10.534
H 14.573 -9.703 9.158
H 15.398 -8.275 8.859
H 14.898 -6.498 11.445
H 13.396 -6.059 10.624
H 14.996 -6.220 9.794
```

Output
LUMO   -0.07 eV
HOMO-LUMO gap   8.70 eV
SMILES   CC(N)=O.CC(N)=O.CC(N)=O.CC(N)=O.CC(N)=O.CC(N)=O.CC(N)=O.CC(N)=O.CC(N)=O.CC(N)=O.CC(N)=O
Energy relative to the best compared isomer or geometry (same formula, charge and spin)   80.0 kcal per mole
HOMO level   -8.77 eV

Löwdin population analysis, charges in e, atoms 1 to 6: number 1, O, carries 0.003; number 2, C, carries -0.629; number 3, N, carries 0.196; number 4, C, carries 0.001; number 5, H, carries 0.119; number 6, H, carries 0.079